The following is a DFT calculation (ωB97M-V/def2-TZVPD) of C3H5NO in the gas phase.

Properties
SMILES: OC[C@@H]1C=N1
Total charge: 0

The geometry in XYZ format:
```
10
Properties=species:S:1:pos:R:3:nbo_charge:R:1
O -1.31139 0.00312 -0.68663 -0.7045
C -0.48427 0.12464 0.37530 -0.0892
C 0.85962 0.31980 -0.23213 -0.1375
C 2.01845 -0.52736 0.16333 0.0534
N 2.03207 0.64362 0.61280 -0.3130
H -2.20451 0.02748 -0.41608 0.4715
H -0.63173 0.98782 0.96903 0.1701
H -0.41232 -0.87750 0.91696 0.1509
H 0.79126 0.84858 -1.19039 0.1923
H 2.70055 -1.30109 0.05231 0.2061
```

---

The following is a DFT calculation (ωB97M-V/def2-TZVPD) of C3H5NO in the gas phase.

Properties
SMILES: C=C[N+](=C)[O-]
Total charge: 0

The geometry in XYZ format:
```
10
Properties=species:S:1:pos:R:3:nbo_charge:R:1
C 1.46716 -1.12552 -0.00901 -0.3216
C 0.77008 0.02152 -0.09376 -0.0592
N -0.66122 0.08076 -0.10522 -0.0390
C -1.35852 1.14854 -0.00155 -0.0179
O -1.52033 -1.22015 -0.11995 -0.6070
H 2.54797 -1.20131 0.30193 0.2199
H 0.94948 -2.00823 -0.13144 0.2324
H 1.10673 1.02436 0.01273 0.1971
H -2.33819 1.12152 0.35025 0.2160
H -0.96315 2.15851 -0.20398 0.1794
```

---

The following is a DFT calculation (ωB97M-V/def2-TZVPD) of 2 unconnected molecules or ions with the total composition C3H5NO.

Properties
Total charge: 0

The geometry in XYZ format:
```
10
Properties=species:S:1:pos:R:3:nbo_charge:R:1
O 2.25017 -0.04282 2.03817 -0.4954
C 2.07807 -0.54803 1.03616 0.4986
C -0.14945 0.66082 -0.62866 0.1402
C -0.76117 -0.71010 -0.53653 -0.6979
N -0.28427 1.63320 0.17811 -0.6067
H 0.02853 -1.47239 -0.51323 0.2356
H 0.51426 0.83071 -1.48324 0.1637
H -1.39480 -0.91877 -1.40529 0.2305
H -1.36922 -0.80891 0.36824 0.2114
H -0.91212 1.37630 0.94627 0.3201
```

---

Calculated relative energy (zero: lowest compared OMol25 entry of this formula, charge and spin) in order - 2.9121, 4.7405, 0.8410 eV